# 1
Below is a molecular structure, C45H47AsN3O6Re in a non-equilibrium geometry, with properties calculated with ωB97M-V/def2-TZVPD.

```
103
Properties=species:S:1:pos:R:3:forces:R:3:mulliken_charge:R:1
Re -0.375466 0.332797 0.068753 0.7 1.8 -0.2 1.3430
O -0.181780 1.332986 1.703730 0.1 0.0 0.1 0.6141
C 0.814177 2.275868 2.125656 0.0 -0.1 0.0 2.8460
C 2.058719 2.080774 1.243838 -0.2 -0.2 0.0 -1.6424
C 2.525632 0.661884 1.268763 0.0 -0.1 -0.1 0.0293
C 3.699003 0.351705 1.922265 0.2 0.0 0.0 -0.1684
C 4.139015 -0.959692 1.947193 0.1 -0.1 0.0 -1.4148
C 3.380235 -1.919299 1.312705 0.1 0.0 0.0 -0.9971
C 2.186808 -1.569845 0.687703 0.0 0.0 -0.1 0.1699
C 1.396331 -2.743202 0.136400 0.0 0.1 0.1 -2.1429
C 0.238162 -2.568694 -0.838217 0.0 0.0 0.0 1.6253
O -0.550354 -1.459489 -0.402389 -0.1 -0.5 -0.4 0.2125
C 0.700214 -2.396270 -2.295277 -0.1 0.0 0.1 -0.1465
C 0.163914 -1.432661 -3.137768 0.1 0.0 -0.1 0.2098
C 0.578574 -1.331696 -4.462757 0.0 0.0 0.0 -0.9690
C 1.524557 -2.210258 -4.967473 0.0 0.0 0.0 -0.6223
C 2.034858 -3.207922 -4.144583 0.0 0.0 0.0 -0.9637
C 1.615847 -3.306288 -2.827328 0.1 0.0 0.0 0.0241
C -0.672263 -3.807387 -0.814532 0.0 0.0 0.0 -0.6781
C -1.952684 -3.688049 -1.349983 0.0 0.0 -0.1 -0.1525
C -2.809837 -4.776437 -1.396457 0.0 0.1 0.0 -0.7811
C -2.391376 -6.012846 -0.917960 0.0 0.0 0.0 -0.6384
C -1.110363 -6.146497 -0.408151 0.0 0.0 0.0 -0.9488
C -0.252781 -5.050266 -0.356440 0.0 -0.1 0.0 -0.2807
N 1.769517 -0.292560 0.667757 -0.3 -0.1 0.2 1.2384
C 0.276809 3.696334 1.978852 -0.2 -0.1 0.0 -0.3485
C -0.873231 4.034164 2.690805 0.0 0.1 0.0 -0.2357
C -1.441497 5.291526 2.564008 0.0 0.0 0.0 -1.0273
C -0.858621 6.239019 1.725431 0.0 0.0 0.0 -0.6584
C 0.295615 5.918613 1.033130 0.1 0.0 0.0 -0.9770
C 0.861598 4.651113 1.160688 0.0 0.1 -0.1 -0.0429
C 1.168259 1.959014 3.583413 0.0 -0.1 -0.1 0.0472
C 0.912959 0.697547 4.110555 0.0 0.0 0.1 0.0470
C 1.311520 0.378207 5.405713 0.0 0.0 -0.1 -0.9836
C 1.975817 1.316849 6.181499 0.0 0.0 0.0 -0.6867
C 2.233636 2.579963 5.660183 0.0 0.0 0.0 -0.9639
C 1.828998 2.900700 4.370354 0.0 -0.1 0.0 -0.3393
H 2.857383 2.718496 1.609801 0.1 0.1 0.0 1.1961
H 1.815932 2.378078 0.222337 0.1 0.0 0.1 -0.8898
H 4.250752 1.139988 2.417519 0.0 0.0 0.0 0.5580
H 5.056073 -1.227926 2.460345 -0.1 0.0 -0.1 0.4701
H 3.693980 -2.955649 1.300564 0.0 0.0 0.0 0.5998
H 1.015020 -3.276264 1.009159 0.0 0.0 0.1 0.8847
H 2.120537 -3.405725 -0.328901 0.1 -0.1 0.1 0.7107
H -0.583004 -0.741731 -2.779036 -0.1 0.1 0.1 0.4693
H 0.150989 -0.565798 -5.100007 0.0 0.0 0.0 0.4867
H 1.844661 -2.137223 -6.000430 0.0 0.0 0.1 0.4330
H 2.755773 -3.918832 -4.531776 -0.1 0.0 0.0 0.4526
H 2.005503 -4.112310 -2.213547 0.0 0.0 -0.1 0.3194
H -2.265705 -2.733806 -1.755025 0.0 -0.1 0.0 0.5616
H -3.801553 -4.663979 -1.819832 0.1 0.0 0.0 0.4287
H -3.057570 -6.868083 -0.950987 0.1 0.1 0.0 0.4132
H -0.766879 -7.108509 -0.046947 0.0 0.0 0.0 0.4299
H 0.743894 -5.197592 0.044098 -0.1 0.0 0.0 0.4732
H -1.306624 3.309736 3.372600 0.0 0.0 0.0 0.3039
H -2.334012 5.539059 3.127619 0.1 0.0 0.0 0.4611
H -1.300364 7.223669 1.620308 0.0 -0.1 0.0 0.4275
H 0.762541 6.649700 0.382691 0.0 0.0 0.0 0.4852
H 1.766689 4.430170 0.603664 -0.1 0.1 0.0 0.4594
H 0.384913 -0.032268 3.509305 0.0 0.0 0.0 0.2204
H 1.100379 -0.606777 5.808442 0.0 0.1 0.0 0.4597
H 2.282458 1.071526 7.191677 0.0 0.0 -0.1 0.4212
H 2.741218 3.324240 6.263816 0.0 -0.1 0.0 0.4447
H 2.018670 3.893823 3.977028 0.0 0.0 0.0 0.4600
C 3.427032 -0.087156 -2.156957 0.0 0.1 0.0 -0.8019
C 2.513677 1.083722 -2.268198 0.0 0.0 0.0 -0.4718
N 1.308561 1.230243 -1.738286 0.1 -0.2 0.0 0.7307
C 0.899491 2.500274 -2.054750 -0.2 -0.3 -0.1 -1.0315
C 1.844368 3.126568 -2.808585 0.1 0.1 0.1 0.1573
N 2.856034 2.216996 -2.918847 0.1 -0.1 -0.1 -0.0156
C 2.034616 4.485444 -3.388915 0.1 -0.1 -0.1 0.5232
O 1.012762 5.309365 -3.333156 -0.1 0.0 0.1 -0.5447
O 3.102550 4.759547 -3.877503 -0.1 0.0 0.0 -0.6105
C -0.380568 2.988335 -1.525281 -0.1 0.2 0.0 0.9837
O -0.882689 4.032230 -1.920031 0.1 0.0 0.0 -0.9349
O -0.918273 2.244415 -0.609497 0.2 -0.5 0.1 -0.4329
H 2.852631 -0.997107 -2.027858 -0.1 -0.1 0.0 -0.1197
H 4.097622 0.034346 -1.300579 -0.1 0.0 0.0 0.1832
H 4.038215 -0.188013 -3.054124 0.0 0.0 0.0 0.5496
H 3.710768 2.415793 -3.420903 0.0 0.0 0.0 0.3123
H 0.232745 4.886202 -2.883482 0.0 0.1 0.0 0.3839
C -4.492290 -1.316576 -1.201597 0.0 0.0 0.1 -1.2784
C -3.865988 -1.150490 0.181589 0.1 0.0 -0.2 -0.5609
As -2.885426 0.512848 0.426734 -0.4 -0.4 0.2 0.6012
C -3.178401 0.841231 2.320567 -0.1 0.1 0.0 0.0097
C -4.588157 1.323511 2.646061 0.1 0.0 0.1 -1.4137
C -3.937632 1.868823 -0.476150 0.2 0.0 -0.1 -0.9191
C -3.778793 1.951913 -1.991855 -0.1 0.0 0.0 -0.9371
H -4.952246 -2.302480 -1.287756 0.0 0.0 0.0 0.3517
H -3.752163 -1.224577 -1.999500 0.0 0.0 0.0 0.1959
H -5.267838 -0.572997 -1.384499 0.0 0.0 0.0 0.3784
H -3.152538 -1.948556 0.386145 0.0 0.0 0.0 0.3241
H -4.623346 -1.178573 0.962439 -0.1 0.0 0.0 0.6957
H -2.420449 1.549802 2.638103 0.0 0.1 0.0 -0.4145
H -2.960645 -0.106590 2.813189 0.0 -0.1 0.0 0.4897
H -4.790320 2.300063 2.209130 0.0 0.0 0.0 0.3055
H -4.698622 1.416068 3.727183 0.0 0.0 0.0 0.4634
H -5.355249 0.630613 2.297756 0.0 0.0 0.0 0.3167
H -3.664061 2.810276 -0.003037 0.0 0.1 0.0 0.4584
H -4.961259 1.629288 -0.198120 -0.2 0.0 0.0 0.6419
H -2.801691 2.337024 -2.265240 0.0 0.0 0.0 0.0194
H -4.522373 2.644819 -2.388368 0.0 0.0 0.0 0.4460
H -3.932169 0.990484 -2.481701 0.0 0.1 0.0 0.2285
```
Positions in Å, forces in eV/Å.

## Properties
Multiplicity: 4
Total charge: +1
Kohn-Sham gap (spin up / spin down), hartree: 0.305 / 0.289



# 2
Below is a molecular structure, C45H47Cl2N2O2P2RhS2Si, with properties calculated with ωB97M-V/def2-TZVPD.

```
104
Properties=species:S:1:pos:R:3:forces:R:3:mulliken_charge:R:1
Rh -0.136735 -0.500536 -0.358122 -0.1 -0.1 0.5 -1.4034
C -0.204354 2.723643 2.614504 0.0 0.0 0.0 -1.7936
C 0.016848 1.376055 1.977635 -0.1 0.0 0.0 0.2935
N -0.481804 1.144751 0.803741 0.1 0.0 -0.1 1.2415
N -1.208878 2.185432 0.231081 0.0 0.0 0.0 -1.1065
C -1.829677 1.884891 -0.850271 0.0 0.0 0.0 0.7940
S -1.858423 0.333319 -1.626949 -0.1 0.0 0.0 -0.6260
S -2.814838 3.090548 -1.667964 0.0 0.0 0.0 -0.1109
C -2.295765 4.635681 -0.855462 0.0 0.0 0.0 -0.9424
C -1.107423 5.272205 -1.520340 0.0 0.0 0.0 0.3278
C 0.185162 4.836497 -1.242324 -0.1 0.0 0.0 0.8719
C 1.274531 5.403083 -1.884689 0.0 0.0 0.0 -0.5298
C 1.087287 6.419217 -2.812263 0.0 0.0 0.0 -0.5832
C -0.196797 6.861535 -3.094131 0.0 0.0 0.0 -0.6416
C -1.286028 6.288980 -2.452296 0.0 0.0 0.0 -0.6134
C 0.802817 0.379551 2.709235 0.1 0.0 0.0 0.7195
C 0.977056 0.571210 4.097298 0.0 0.0 0.0 -1.0868
C 1.795406 -0.218269 4.865344 0.0 0.0 0.0 -1.1230
C 2.529204 -1.234442 4.242242 0.0 0.0 0.0 -0.5731
C 2.371242 -1.472506 2.903710 0.0 0.0 0.0 -0.9625
C 1.466590 -0.725292 2.108948 -0.1 0.0 0.0 0.7517
O 1.326780 -1.133473 0.879271 0.1 0.1 0.0 1.1805
H -0.267227 3.489153 1.848812 0.0 0.0 0.0 0.1907
H 0.602009 2.965291 3.298660 0.0 0.0 0.0 0.5658
H -1.151492 2.734148 3.159590 0.0 0.0 0.0 0.3310
H -2.109174 4.398769 0.189576 0.0 0.0 0.0 0.2140
H -3.166074 5.288926 -0.915157 0.0 0.0 0.0 0.5956
H 0.328850 4.030484 -0.536036 -0.2 0.1 -0.1 -0.2568
H 2.272326 5.045742 -1.661454 0.0 0.0 0.0 0.3970
H 1.937916 6.862428 -3.313764 0.0 0.0 0.0 0.3970
H -0.352418 7.652853 -3.816335 0.0 0.0 0.0 0.3620
H -2.288252 6.634934 -2.679414 0.0 0.0 0.0 0.3653
H 0.430458 1.363830 4.587446 0.0 0.0 0.0 0.4858
H 1.887374 -0.038668 5.927615 0.0 0.0 0.0 0.3864
H 3.213915 -1.844125 4.819335 0.0 0.0 0.0 0.4223
H 2.910229 -2.268600 2.404698 0.0 0.0 0.0 0.4541
C 3.095180 1.993563 -2.657450 0.0 0.0 0.0 -1.1437
Si 2.582626 1.184110 -1.046441 -0.1 0.0 0.0 0.7385
C 3.895259 -0.061993 -0.566775 0.0 0.0 0.1 -0.9352
C 2.572995 2.512274 0.284943 0.0 0.0 0.0 -0.4871
O 1.081078 0.602002 -1.376971 0.2 -0.1 -0.2 -0.1362
H 3.959431 2.649016 -2.519918 0.0 0.0 0.0 0.4013
H 2.270772 2.589026 -3.057116 0.0 0.0 0.0 0.2885
H 3.358155 1.239197 -3.401158 0.0 0.0 0.0 0.2050
H 4.841461 0.469271 -0.424602 0.0 0.0 0.0 0.4731
H 4.049950 -0.801176 -1.352389 0.0 -0.1 -0.1 0.2166
H 3.651701 -0.584368 0.359649 0.0 0.0 -0.1 0.0629
H 3.509239 3.077172 0.252180 0.0 0.0 0.0 0.5549
H 2.473707 2.107537 1.292896 0.0 0.0 0.0 0.1768
H 1.755832 3.216801 0.114134 0.2 -0.1 0.1 -0.0981
Cl -1.945782 -1.564103 1.425124 0.1 0.3 -0.1 0.1372
C -1.689549 -2.985100 2.473235 0.5 0.2 0.3 0.0894
Cl -0.774894 -2.619350 3.926965 0.0 0.1 0.0 -0.1236
H -1.163248 -3.734494 1.892629 0.1 0.2 0.2 -0.3913
H -2.677668 -3.323918 2.761119 0.1 0.1 0.1 0.5905
C -1.294871 -2.803183 -2.724893 0.0 0.0 0.0 -2.0070
P 0.228261 -2.229907 -1.874632 -0.1 0.1 0.0 2.0476
C 1.229033 -1.711419 -3.305659 -0.1 0.0 -0.1 0.7711
C 0.675401 -0.741782 -4.146066 0.0 0.0 0.1 -0.6590
C 1.349869 -0.336543 -5.283392 0.1 0.0 0.0 -0.7725
C 2.595456 -0.875360 -5.583080 0.0 0.0 0.0 -0.6362
C 3.167355 -1.806761 -4.733434 0.0 0.0 0.0 -0.8357
C 2.486291 -2.226131 -3.596819 0.0 0.1 0.1 -0.3282
C 0.973126 -3.776897 -1.281169 0.0 0.0 -0.1 0.2017
C 1.171376 -3.986838 0.078538 -0.1 0.0 0.1 -0.2898
C 1.687605 -5.196001 0.528046 0.0 0.0 0.0 -0.6239
C 2.027274 -6.187277 -0.377877 0.0 0.0 0.0 -0.7085
C 1.841329 -5.980730 -1.739464 -0.1 0.0 0.0 -0.9385
C 1.305407 -4.786449 -2.188207 -0.1 0.0 0.1 -0.4310
P -2.798846 -3.072943 -1.676867 -0.1 0.0 -0.1 0.2199
C -3.947137 -3.719131 -2.961984 0.1 0.0 0.0 0.5505
C -5.021106 -4.503138 -2.534605 0.0 0.0 0.0 -0.5716
C -5.968255 -4.963433 -3.432823 0.0 0.0 0.0 -0.6290
C -5.867788 -4.639968 -4.780120 0.0 0.0 0.0 -0.4967
C -4.813657 -3.854645 -5.215385 0.0 0.0 0.0 -0.6714
C -3.859940 -3.396984 -4.313565 0.0 0.0 0.0 -0.4245
C -2.460553 -4.644366 -0.790956 0.0 0.1 0.1 0.2285
C -1.995784 -5.812143 -1.391557 0.1 0.0 0.0 -0.2845
C -1.823232 -6.965854 -0.646331 0.1 0.0 -0.1 -0.6404
C -2.126149 -6.974829 0.710726 0.0 0.0 0.1 -0.6050
C -2.609839 -5.827124 1.316889 0.0 -0.1 -0.1 -0.3883
C -2.774528 -4.669032 0.565229 -0.3 -0.3 -0.4 -1.1513
H -1.050966 -3.657305 -3.362537 0.0 0.0 0.0 1.0939
H -1.568469 -1.973731 -3.382427 0.0 0.0 0.0 0.8034
H -0.269224 -0.277564 -3.887015 0.0 0.0 0.0 0.1516
H 0.915783 0.418941 -5.925190 0.0 0.0 0.0 0.4296
H 3.125745 -0.553167 -6.470153 0.0 0.0 0.0 0.3753
H 4.148135 -2.210717 -4.949341 0.0 0.0 0.0 0.4032
H 2.943768 -2.948151 -2.934215 0.0 0.0 0.0 0.5339
H 0.959035 -3.182381 0.771463 0.0 -0.1 0.0 0.1489
H 1.839320 -5.354244 1.588473 0.0 0.0 0.0 0.4976
H 2.438618 -7.124663 -0.025203 0.0 0.0 0.0 0.4107
H 2.106337 -6.754533 -2.448806 0.0 0.0 0.0 0.4386
H 1.153281 -4.630667 -3.249639 0.0 0.0 0.0 0.4969
H -5.111018 -4.764857 -1.486218 0.0 0.0 0.0 0.3322
H -6.788936 -5.575483 -3.080928 0.0 0.0 0.0 0.3988
H -6.608520 -4.997577 -5.483323 0.0 0.0 0.0 0.3703
H -4.726555 -3.593356 -6.262341 0.0 0.0 0.0 0.3949
H -3.050610 -2.782404 -4.685010 0.0 0.0 0.0 0.3799
H -1.779938 -5.824747 -2.453151 0.0 0.0 0.0 0.3785
H -1.454024 -7.864737 -1.123641 0.0 0.0 0.0 0.4389
H -1.992308 -7.879858 1.289477 0.0 0.0 0.0 0.4048
H -2.864612 -5.833038 2.369621 0.0 0.0 0.0 0.4314
H -3.166333 -3.769003 1.026840 -0.2 -0.3 -0.4 1.1467
```
Positions in Å, forces in eV/Å.

## Properties
Relative energy (zero: lowest compared OMol25 entry of this formula, charge and spin), kJ/mol: 0.0
Kohn-Sham gap, hartree: 0.278



Here are the calculated E numbers, same order: -127149.549, -130685.380 (eV).